Record 1
{"formula": "C6H14N2O", "method": "ωB97M-V/def2-TZVPD", "relative_energy_kj_mol": 520.6, "lumo_energy_ha": 0.021, "total_energy_ev": -11472.374, "fmax_ev_per_a": 0.62, "e_homo_ev": -7.82, "gap_ev": 8.39, "species": ["C", "C", "N", "C", "O", "H", "H", "H", "H", "H", "H", "H", "C", "C", "C", "N", "H", "H", "H", "H", "H", "H", "H"], "coordinates": [[1.1567, -2.1266, 2.2765], [1.1145, 0.3053, 1.8015], [0.6727, -1.0296, 1.4536], [-0.1893, -1.2455, 0.4140], [-0.6094, -2.3457, 0.0909], [-0.0219, -0.3020, -0.6089], [0.8479, -1.9932, 3.3182], [2.2497, -2.1786, 2.2429], [0.7389, -3.0551, 1.8946], [2.2067, 0.3764, 1.7639], [0.7889, 0.5769, 2.8112], [0.6979, 1.0274, 1.1015], [-1.8197, 2.0418, -2.2377], [0.4693, 0.3145, -1.7509], [-1.5388, 1.1210, -1.1297], [-1.9895, 0.7069, -0.1013], [-1.3107, -0.0937, 0.3205], [-2.0493, 1.4667, -3.1366], [-2.6737, 2.6751, -1.9902], [0.8606, 1.3289, -1.6874], [0.0286, 0.1334, -2.7287], [1.3211, -0.3682, -1.6621], [-0.9513, 2.6639, -2.4557]], "nbo_charge": [-0.422, -0.401, -0.449, 0.414, -0.637, 0.211, 0.191, 0.190, 0.242, 0.191, 0.193, 0.212, -0.715, -0.882, 0.442, -0.530, 0.338, 0.255, 0.252, 0.205, 0.215, 0.236, 0.248]}



Record 2
{"formula": "C6H14N2O2", "method": "ωB97M-V/def2-TZVPD", "relative_energy_kj_mol": 100.8, "lumo_energy_ha": 0.024, "total_energy_ev": -13524.579, "fmax_ev_per_a": 2.49, "smiles": "CNC(C)=O.CNC(C)=O", "e_homo_ev": -9.06, "gap_ev": 9.71, "species": ["C", "N", "C", "C", "O", "H", "H", "H", "H", "H", "H", "H", "C", "N", "C", "C", "O", "H", "H", "H", "H", "H", "H", "H"], "coordinates": [[-1.8551, -2.8061, 0.3678], [-2.2392, -1.4462, 0.6995], [-1.1792, -0.5881, 1.0313], [-1.7020, 0.6612, 1.6879], [-0.0488, -0.8300, 0.7032], [-2.2839, -3.5202, 1.0728], [-2.1430, -3.1038, -0.6470], [-0.7939, -3.0200, 0.3087], [-3.0703, -1.3567, 1.2619], [-0.9063, 1.3741, 1.9207], [-2.5080, 1.2040, 1.2071], [-1.9648, 0.3553, 2.7086], [3.4054, 0.5707, -0.2862], [2.1033, 0.4834, -0.9023], [1.4717, 1.6018, -1.3316], [0.0282, 1.5232, -1.7253], [2.0075, 2.6998, -1.2203], [3.9024, -0.3917, -0.4258], [3.9811, 1.3665, -0.7413], [3.3576, 0.6937, 0.7948], [1.6317, -0.3968, -0.9557], [-0.1988, 1.8262, -2.7542], [-0.6004, 0.6688, -1.4976], [-0.3950, 2.4311, -1.2769]], "nbo_charge": [-0.437, -0.633, 0.694, -0.735, -0.616, 0.195, 0.195, 0.233, 0.388, 0.245, 0.242, 0.231, -0.412, -0.597, 0.663, -0.731, -0.652, 0.193, 0.229, 0.192, 0.407, 0.240, 0.221, 0.246]}



Record 3
{"formula": "C6H14N2O2", "method": "ωB97M-V/def2-TZVPD", "relative_energy_kj_mol": 133.0, "lumo_energy_ha": 0.028, "total_energy_ev": -13524.246, "fmax_ev_per_a": 0.95, "smiles": "NCCCCCNC(=O)O", "e_homo_ev": -9.35, "gap_ev": 10.11, "species": ["N", "C", "C", "C", "C", "C", "N", "C", "O", "O", "H", "H", "H", "H", "H", "H", "H", "H", "H", "H", "H", "H", "H", "H"], "coordinates": [[-0.6921, -1.5102, -2.9699], [0.4378, -0.7544, -2.4237], [0.3106, -0.3521, -0.9370], [-0.1542, 1.0953, -0.7618], [-0.2406, 1.5824, 0.6976], [-1.0649, 0.6796, 1.6318], [-0.3069, 0.0138, 2.7102], [0.8528, -0.6882, 2.3517], [0.9174, -1.8869, 2.2159], [1.9580, 0.1098, 2.2809], [-1.5420, -0.9607, -2.9304], [-0.8361, -2.3556, -2.4314], [0.5612, 0.1442, -3.0362], [1.3245, -1.3815, -2.5456], [-0.3602, -1.0638, -0.4487], [1.2925, -0.4579, -0.4562], [0.5832, 1.7240, -1.2744], [-1.1339, 1.2491, -1.2303], [0.7524, 1.7864, 1.0983], [-0.7503, 2.5515, 0.6745], [-1.6147, -0.0589, 1.0342], [-1.8208, 1.2959, 2.1250], [-0.8989, -0.6711, 3.1682], [2.4253, -0.0909, 1.4575]], "nbo_charge": [-0.827, -0.213, -0.422, -0.392, -0.428, -0.212, -0.658, 0.885, -0.593, -0.701, 0.348, 0.351, 0.186, 0.191, 0.205, 0.179, 0.205, 0.194, 0.227, 0.214, 0.177, 0.203, 0.385, 0.494]}



Record 4
{"formula": "C6H14N2O2", "method": "ωB97M-V/def2-TZVPD", "relative_energy_kj_mol": 48.5, "lumo_energy_ha": 0.021, "total_energy_ev": -13525.122, "fmax_ev_per_a": 1.44, "smiles": "CNC(C)=O.CNC(C)=O", "e_homo_ev": -9.39, "gap_ev": 9.96, "species": ["C", "N", "C", "C", "O", "H", "H", "H", "H", "H", "H", "H", "C", "N", "C", "C", "O", "H", "H", "H", "H", "H", "H", "H"], "coordinates": [[0.4252, 2.0184, 1.8429], [-0.0945, 0.6639, 1.8829], [0.7115, -0.3936, 1.5435], [0.2386, -1.7690, 1.9231], [1.8040, -0.1891, 1.0451], [-0.4116, 2.7051, 1.9229], [1.1654, 2.1604, 2.6310], [0.9431, 2.1864, 0.9016], [-0.9321, 0.4774, 2.4073], [0.3298, -1.8131, 3.0044], [-0.7904, -2.0110, 1.6693], [0.9643, -2.4650, 1.5084], [-2.0258, 0.1157, -1.0038], [-0.6114, 0.0702, -1.2811], [-0.1356, -0.3796, -2.4675], [1.3756, -0.3807, -2.6033], [-0.8687, -0.7527, -3.3651], [-2.5114, -0.7266, -1.4943], [-2.2141, 0.1254, 0.0644], [-2.4923, 0.9768, -1.4894], [0.0279, 0.4311, -0.5924], [1.8456, 0.1558, -1.8008], [1.7161, -1.3939, -2.7286], [1.5407, 0.1876, -3.5204]], "nbo_charge": [-0.416, -0.635, 0.672, -0.715, -0.632, 0.207, 0.201, 0.217, 0.393, 0.232, 0.231, 0.249, -0.420, -0.625, 0.677, -0.703, -0.640, 0.225, 0.194, 0.194, 0.404, 0.219, 0.238, 0.232]}



Record 5
{"formula": "C6H14N2O2", "method": "ωB97M-V/def2-TZVPD", "relative_energy_kj_mol": 285.1, "lumo_energy_ha": 0.028, "total_energy_ev": -13522.670, "fmax_ev_per_a": 6.21, "smiles": "CNC(C)=O.CNC(C)=O", "e_homo_ev": -9.08, "gap_ev": 9.85, "species": ["C", "N", "C", "C", "O", "H", "H", "H", "H", "H", "H", "H", "C", "N", "C", "C", "O", "H", "H", "H", "H", "H", "H", "H"], "coordinates": [[-1.3259, 0.4603, -2.1453], [-1.4457, 1.6859, -1.2452], [-1.1826, 1.5520, 0.0673], [-0.7033, 2.6932, 0.8348], [-1.0762, 0.4339, 0.6375], [-2.0031, -0.1980, -1.8564], [-1.2821, 0.7525, -3.2001], [-0.2699, 0.0036, -1.9988], [-1.7937, 2.6701, -1.6390], [-1.0001, 2.7964, 1.7916], [0.3523, 2.6896, 1.2551], [-0.9952, 3.5175, 0.2612], [-0.4293, -2.8327, 0.5608], [0.6404, -1.8836, 0.9840], [1.4687, -1.2361, 0.0902], [2.5021, -0.3434, 0.6486], [1.4426, -1.5776, -1.0566], [0.0087, -3.7803, 0.1719], [-1.0045, -3.1934, 1.3331], [-1.1668, -2.4037, -0.0813], [0.5933, -1.5497, 1.9670], [2.4888, -0.2188, 1.6711], [3.5179, -0.8183, 0.5582], [2.6636, 0.7806, 0.3905]], "nbo_charge": [-0.404, -0.623, 0.647, -0.705, -0.663, 0.199, 0.207, 0.239, 0.407, 0.240, 0.253, 0.199, -0.406, -0.608, 0.672, -0.718, -0.629, 0.199, 0.200, 0.208, 0.394, 0.212, 0.241, 0.239]}



Record 6
{"formula": "C6H14N2O2", "method": "ωB97M-V/def2-TZVPD", "relative_energy_kj_mol": 45.8, "lumo_energy_ha": 0.023, "total_energy_ev": -13525.150, "fmax_ev_per_a": 1.30, "smiles": "CNC(C)=O.CNC(C)=O", "e_homo_ev": -9.31, "gap_ev": 9.93, "species": ["C", "N", "C", "C", "O", "H", "H", "H", "H", "H", "H", "H", "C", "N", "C", "C", "O", "H", "H", "H", "H", "H", "H", "H"], "coordinates": [[0.4340, -1.9137, -2.4830], [0.9104, -1.0148, -1.4728], [1.9256, -1.3473, -0.6292], [2.2888, -0.2486, 0.3538], [2.4848, -2.4246, -0.6498], [-0.6219, -2.1830, -2.3606], [0.4887, -1.4525, -3.4734], [1.0439, -2.8060, -2.5357], [0.3889, -0.1548, -1.3657], [1.5616, 0.5568, 0.3459], [2.3885, -0.6846, 1.3451], [3.2233, 0.1824, -0.0017], [-0.5187, 2.4748, 2.1064], [-1.4905, 1.4916, 1.6365], [-1.4261, 0.9648, 0.3833], [-2.2981, -0.2467, 0.1479], [-0.8060, 1.5066, -0.5141], [0.0967, 2.7632, 1.2541], [-0.9937, 3.3054, 2.6025], [0.2243, 2.0157, 2.7697], [-1.8835, 0.9547, 2.3931], [-3.3559, -0.1297, 0.3535], [-2.1900, -0.5160, -0.9007], [-1.8751, -1.0937, 0.6949]], "nbo_charge": [-0.422, -0.634, 0.677, -0.709, -0.636, 0.185, 0.192, 0.237, 0.420, 0.213, 0.231, 0.236, -0.430, -0.609, 0.684, -0.721, -0.646, 0.237, 0.205, 0.193, 0.389, 0.238, 0.237, 0.233]}